No. 1
Entry from the Open Molecules 2025 dataset: 2 unconnected molecules or ions with the total composition C34H39ClF4NO12S2 (ωB97M-V with the def2-TZVPD basis set).

The calculation puts the total energy at -107001.7845 eV. The calculation puts the HOMO-LUMO gap at 9.4 eV. As for the net charge: +1. As for the highest occupied orbital energy: -12.5 eV.

```
93
Properties=species:S:1:pos:R:3:mulliken_charge:R:1
C -1.39 -3.07 -0.88 -1.41
C -0.42 -2.95 0.02 -0.56
C -0.11 -1.85 0.99 1.08
S -1.50 -2.35 2.27 1.37
O -1.58 -1.44 3.37 -0.57
O -2.75 -2.47 1.56 -0.70
C -1.23 -4.17 2.81 0.57
F -2.20 -4.88 2.31 -0.18
F -0.06 -4.67 2.44 -0.13
F -1.31 -4.14 4.12 -0.18
C 1.28 -1.94 1.74 0.76
Cl 1.21 -2.34 3.50 -0.12
C 2.52 -2.70 1.19 -0.21
C 2.41 -4.08 0.60 -0.72
O 2.56 -5.12 1.15 -0.48
F 2.16 -4.04 -0.74 -0.12
C 1.74 -0.43 1.78 -1.77
C 0.56 0.51 1.47 1.49
C -0.18 1.17 2.68 -0.82
C 0.54 1.28 4.03 -0.20
C -0.02 0.40 5.14 0.15
O -1.19 0.42 5.40 -0.53
O 0.83 -0.33 5.89 -0.56
C 1.25 1.74 0.80 -1.19
C 2.24 2.48 1.70 -0.66
O 1.84 3.46 2.28 -0.52
C 3.65 2.03 1.93 0.53
C 4.12 2.13 3.24 -0.76
C 5.42 1.75 3.55 -0.86
C 6.25 1.26 2.56 -0.52
C 5.79 1.17 1.26 -0.86
C 4.50 1.56 0.94 0.50
N -0.24 -0.41 0.52 1.63
C -1.72 0.00 0.51 -1.54
C -2.09 1.40 0.04 -1.04
C -2.54 1.55 -1.43 -1.20
C -3.73 0.70 -1.82 -0.71
O -4.92 1.05 -1.11 -0.38
C -5.32 0.09 -0.21 0.21
O -5.90 -0.89 -0.53 -0.44
C 0.12 -0.25 -0.98 -2.51
C 1.30 -0.92 -1.66 0.20
C 1.00 -1.87 -2.65 -0.53
C 1.99 -2.48 -3.40 -1.03
C 3.33 -2.17 -3.18 -0.70
C 3.64 -1.21 -2.24 -0.82
C 2.64 -0.59 -1.51 0.83
H -1.84 -2.28 -1.47 0.08
H -1.82 -4.05 -1.05 0.41
H 0.15 -3.85 0.16 0.55
H 3.18 -2.84 2.05 0.70
H 3.12 -2.10 0.51 0.29
H 2.25 -0.30 2.73 1.20
H 2.52 -0.23 1.05 -0.45
H -0.37 2.19 2.37 0.76
H -1.17 0.78 2.92 0.77
H 0.35 2.29 4.40 0.52
H 1.63 1.21 3.99 -0.38
H 1.72 -0.28 5.51 0.36
H 1.74 1.51 -0.14 0.84
H 0.53 2.51 0.52 0.76
H 3.48 2.53 4.01 0.54
H 5.78 1.86 4.57 0.46
H 7.26 0.96 2.83 0.43
H 6.43 0.78 0.48 0.44
H 4.16 1.52 -0.09 0.47
H -2.28 -0.74 -0.06 1.09
H -2.12 -0.13 1.50 0.86
H -1.36 2.18 0.24 0.07
H -2.97 1.69 0.62 0.71
H -2.84 2.59 -1.53 0.63
H -1.72 1.42 -2.14 0.30
H -3.92 0.88 -2.88 0.42
H -3.53 -0.37 -1.75 0.30
H -5.06 0.34 0.83 0.36
H -0.75 -0.55 -1.54 0.88
H 0.18 0.81 -1.17 1.41
H -0.02 -2.12 -2.89 0.54
H 1.73 -3.21 -4.15 0.44
H 4.09 -2.69 -3.76 0.45
H 4.68 -0.93 -2.07 0.51
H 2.95 0.17 -0.82 -0.51
C -5.59 2.74 -6.13 -0.29
C -5.29 4.12 -5.58 -0.33
O -3.93 4.01 -5.12 -0.31
S -3.12 3.01 -6.06 1.07
O -2.39 3.75 -7.02 -0.55
O -2.48 2.05 -5.22 -0.44
O -4.37 2.34 -6.77 -0.32
H -5.82 2.03 -5.33 0.25
H -6.40 2.74 -6.85 0.31
H -5.94 4.40 -4.76 0.32
H -5.33 4.88 -6.36 0.29
```

No. 2
Entry from the Open Molecules 2025 dataset: a molecular structure, C34H39ClIKN5O4 (ωB97M-V with the def2-TZVPD basis set).

The calculation puts the total energy at -88484.3020 eV. The value obtained for the energy above the lowest of the compared OMol25 structures with the same formula, charge and spin is 3.1 kcal/mol. The calculation puts the HOMO-LUMO gap at 5.8 eV. As for the net charge: -1. As for the highest occupied orbital energy: -3.8 eV.

```
85
Properties=species:S:1:pos:R:3:mulliken_charge:R:1
K 2.07 -1.77 0.83 0.67
I 5.22 -3.41 1.31 -0.01
C 5.06 -2.58 3.23 -0.30
C 6.22 -2.12 3.80 -0.70
C 6.18 -1.53 5.08 -0.46
C 5.00 -1.41 5.73 -0.87
C 3.79 -1.88 5.15 1.05
C 2.57 -1.74 5.84 -0.91
C 1.42 -2.18 5.25 -0.70
C 1.45 -2.78 3.97 -0.22
C 2.60 -2.98 3.22 -1.48
C 3.79 -2.50 3.86 1.74
H 7.15 -2.21 3.27 0.34
H 7.10 -1.17 5.52 0.37
H 4.95 -0.95 6.71 0.31
H 2.57 -1.27 6.82 0.31
H 0.47 -2.07 5.77 0.39
H 0.48 -3.09 3.58 0.26
C 4.57 4.36 -0.12 -1.31
C 4.15 2.89 -0.17 -1.08
C 2.75 2.58 0.43 2.49
C 2.63 3.07 1.87 -1.17
C 1.31 2.66 2.51 -1.35
C 1.73 3.28 -0.44 -0.17
O 1.43 4.46 -0.35 -0.70
N 1.19 2.49 -1.40 0.13
C 1.27 1.08 -1.50 0.07
O 0.66 0.58 -2.43 -0.70
N 1.98 0.38 -0.60 -0.70
C 2.65 1.04 0.38 0.23
O 3.27 0.44 1.25 -0.62
H 5.53 4.48 -0.63 0.43
H 4.70 4.70 0.90 0.29
H 3.84 5.00 -0.60 0.30
H 4.86 2.28 0.39 0.45
H 4.17 2.53 -1.20 0.40
H 2.73 4.15 1.88 0.49
H 3.46 2.64 2.44 0.43
H 0.46 3.04 1.95 0.32
H 1.23 3.05 3.53 0.46
H 1.23 1.57 2.58 0.25
H 0.57 2.93 -2.07 0.28
C -5.66 0.59 -0.51 -1.87
C -4.15 0.84 -0.48 2.01
C -3.90 2.35 -0.58 -1.83
C -3.61 0.38 0.88 -1.96
C -3.43 0.11 -1.68 1.47
O -2.07 0.48 -1.71 -0.17
C -4.13 0.41 -3.02 -1.24
C -3.20 0.44 -4.25 -1.45
C -2.58 -0.88 -4.61 -0.42
C -3.34 -1.86 -5.25 0.21
C -2.82 -3.10 -5.54 -0.92
C -1.50 -3.37 -5.20 0.51
Cl -0.83 -4.93 -5.56 -0.25
C -0.71 -2.41 -4.58 -0.95
C -1.25 -1.17 -4.29 0.20
C -3.39 -1.43 -1.55 -1.77
N -2.39 -1.96 -0.65 1.27
C -1.05 -1.86 -0.68 -0.10
N -0.53 -2.59 0.30 -0.48
C -1.62 -3.12 0.90 -0.40
N -2.76 -2.78 0.35 -1.27
H -6.12 1.05 0.36 0.49
H -5.89 -0.48 -0.47 0.35
H -6.14 1.01 -1.40 0.34
H -4.48 2.87 0.18 0.53
H -4.19 2.77 -1.55 0.28
H -2.85 2.59 -0.40 0.38
H -4.01 1.03 1.66 0.57
H -2.52 0.44 0.91 0.20
H -3.91 -0.64 1.11 0.34
H -1.96 1.42 -1.89 0.37
H -4.64 1.38 -2.98 0.70
H -4.92 -0.32 -3.18 0.42
H -2.40 1.17 -4.10 0.36
H -3.80 0.80 -5.09 0.58
H -4.37 -1.64 -5.52 0.41
H -3.41 -3.86 -6.03 0.41
H 0.31 -2.64 -4.31 0.50
H -0.64 -0.43 -3.78 0.63
H -3.21 -1.86 -2.53 0.40
H -4.35 -1.80 -1.19 0.18
H -0.50 -1.25 -1.38 0.42
H -1.57 -3.78 1.74 0.54
```

No. 3
Entry from the Open Molecules 2025 dataset: a molecular structure, C34H39ClN4O2P2Re (ωB97M-V with the def2-TZVPD basis set).

The calculation puts the total energy at -79152.1222 eV. The value obtained for the energy above the lowest of the compared OMol25 structures with the same formula, charge and spin is 80.7 kcal/mol. The calculation puts the HOMO-LUMO gap (alpha / beta) at 5.5 / 3.3 eV. Its spin multiplicity is 4. As for the net charge: +2. As for the highest occupied orbital energy (alpha / beta): -12.7 / -12.7 eV. As for the expectation value of S²: 3.97.

```
83
Properties=species:S:1:pos:R:3:mulliken_charge:R:1
Re 0.28 -0.83 1.56 1.46
C -1.11 1.98 3.32 -0.53
C -1.75 1.09 2.53 -1.13
C -2.01 1.36 1.07 -0.61
C -0.78 1.71 0.21 0.42
C 0.55 0.93 0.44 0.75
C 1.38 1.55 1.52 -0.63
C 1.02 2.89 2.15 -1.01
C -0.42 3.15 2.74 -0.96
C 1.78 -2.18 1.40 -0.54
H -0.82 1.77 4.37 0.70
H -2.29 0.22 2.92 0.57
H -2.70 2.20 1.01 0.77
H -2.57 0.56 0.58 0.06
H -1.07 1.46 -0.80 -1.25
H -0.59 2.79 0.13 1.20
H 1.11 0.75 -0.54 -0.99
H 2.49 1.33 1.47 0.39
H 1.17 3.63 1.34 0.36
H 1.77 3.14 2.92 0.53
H -0.28 3.90 3.52 0.48
H -0.97 3.60 1.91 0.42
H 2.64 -1.99 2.05 0.46
H 2.08 -2.38 0.37 -0.22
H 1.23 -3.03 1.81 0.54
P 1.84 -1.02 -1.41 -0.32
P -2.20 -0.69 -1.66 0.06
N 3.19 0.12 -1.78 0.65
N 2.60 -2.22 -2.44 0.56
N -2.25 1.07 -2.57 0.44
N -3.60 -1.06 -2.73 0.40
C 0.48 -0.45 -2.57 -1.24
C -0.72 -1.42 -2.54 -1.49
C 4.40 0.10 -1.04 -0.70
C 5.37 0.73 -1.78 -0.72
C 4.77 1.18 -3.01 -0.79
C 3.44 0.77 -2.98 -0.31
C 2.77 -3.54 -2.04 -0.32
C 3.24 -4.27 -3.10 -0.69
C 3.26 -3.39 -4.25 -0.66
C 2.83 -2.15 -3.80 -0.19
C -2.40 2.36 -2.00 -0.21
C -1.96 3.33 -2.88 -0.51
C -1.60 2.65 -4.09 -0.96
C -1.72 1.29 -3.82 -0.04
C -4.53 -0.19 -3.32 -0.40
C -5.40 -0.93 -4.13 -0.66
C -5.04 -2.32 -3.98 -0.63
C -3.98 -2.35 -3.09 -0.32
H 0.77 -0.18 -3.59 0.66
H 0.17 0.49 -2.09 1.10
H -0.98 -1.78 -3.55 0.52
H -0.46 -2.33 -1.97 0.73
H 4.42 -0.35 -0.05 0.43
H 6.39 0.86 -1.50 0.49
H 5.25 1.72 -3.81 0.46
H 2.62 0.92 -3.68 0.45
H 2.39 -3.83 -1.04 0.31
H 3.45 -5.31 -3.10 0.47
H 3.47 -3.66 -5.27 0.46
H 2.52 -1.27 -4.37 0.26
H -2.68 2.58 -0.96 0.61
H -1.87 4.37 -2.64 0.53
H -1.24 3.09 -5.01 0.49
H -1.38 0.44 -4.47 0.50
H -4.45 0.88 -3.20 0.44
H -6.20 -0.51 -4.72 0.45
H -5.49 -3.16 -4.46 0.48
H -3.44 -3.19 -2.65 0.36
Cl -0.68 0.56 9.80 -0.16
C -0.69 0.08 8.14 0.31
C -1.32 -1.10 7.72 -0.61
C -1.23 -1.56 6.41 -0.45
C -0.41 -0.81 5.52 0.41
C 0.16 0.38 5.93 -0.55
C 0.04 0.87 7.23 -0.89
C -0.06 -1.25 4.12 0.84
O -0.78 -2.04 3.44 -0.77
O 0.92 -0.64 3.49 -0.67
H -1.82 -1.69 8.47 0.45
H -1.68 -2.49 6.06 0.48
H 0.78 0.94 5.24 0.75
H 0.55 1.74 7.56 0.46
```

No. 4
Entry from the Open Molecules 2025 dataset: a molecular structure, C34H40As2I2N5OY (ωB97M-V with the def2-TZVPD basis set).

The calculation puts the total energy at -184315.0342 eV. The value obtained for the energy above the lowest of the compared OMol25 structures with the same formula, charge and spin is 19.8 kcal/mol. The calculation puts the HOMO-LUMO gap at 7.2 eV. As for the net charge: +2. As for the highest occupied orbital energy: -12.3 eV.

```
85
Properties=species:S:1:pos:R:3:mulliken_charge:R:1
Y -22.14 -1.67 -1.69 0.15
N -17.58 -1.04 0.57 0.14
C -18.48 -0.57 -0.55 1.37
C -18.85 0.88 -0.31 -1.31
C -19.77 1.38 -1.40 0.09
N -21.12 0.74 -1.26 -0.14
C -19.19 1.12 -2.79 -1.33
C -18.70 -0.30 -3.02 -0.15
N -19.86 -1.22 -3.19 -0.43
C -17.79 -0.77 -1.89 -1.44
H -18.00 -0.84 1.48 0.36
H -16.68 -0.56 0.54 0.46
H -17.44 -2.03 0.50 -0.07
H -19.32 -1.24 -0.49 -0.47
H -17.93 1.49 -0.30 0.40
H -19.33 1.02 0.67 0.48
H -19.88 2.45 -1.27 0.45
H -21.74 1.09 -1.98 0.21
H -21.53 1.07 -0.39 0.02
H -18.34 1.81 -2.94 0.49
H -19.93 1.40 -3.55 0.49
H -18.09 -0.31 -3.92 0.42
H -19.53 -2.18 -3.21 0.25
H -20.29 -1.04 -4.09 0.30
H -16.86 -0.18 -1.91 0.46
H -17.51 -1.82 -2.04 0.39
C -25.56 -0.02 0.84 -1.18
As -24.31 -1.31 0.14 0.94
C -25.49 -2.37 -0.99 -1.34
C -24.04 -2.53 1.61 0.13
C -25.09 -3.30 2.09 -0.70
C -24.90 -4.27 3.07 -0.84
C -23.63 -4.46 3.60 -0.81
C -22.57 -3.68 3.16 -0.83
C -22.77 -2.69 2.19 0.41
As -21.33 -1.45 1.72 1.18
C -20.26 -1.60 3.36 -1.75
C -22.23 0.21 2.31 -1.44
H -26.46 -0.58 1.07 0.46
H -25.78 0.76 0.11 0.30
H -25.15 0.40 1.75 0.44
H -26.42 -2.54 -0.45 0.57
H -25.07 -3.34 -1.23 0.43
H -25.72 -1.81 -1.90 0.28
H -26.08 -3.18 1.68 0.31
H -25.75 -4.86 3.43 0.41
H -23.45 -5.21 4.37 0.43
H -21.60 -3.80 3.61 0.44
H -19.67 -2.51 3.39 0.40
H -20.97 -1.60 4.19 0.52
H -19.62 -0.73 3.43 0.49
H -23.02 -0.03 3.00 0.45
H -22.64 0.76 1.46 0.31
H -21.50 0.84 2.79 0.56
I -25.26 2.05 -3.18 0.04
C -24.79 0.42 -4.37 -0.55
C -25.29 0.20 -5.67 0.06
C -24.94 -0.87 -6.43 -0.45
I -25.69 -1.04 -8.36 0.15
C -24.03 -1.85 -5.89 0.75
C -23.61 -3.02 -6.56 -0.59
C -22.79 -3.92 -5.93 -1.10
C -22.37 -3.66 -4.61 -0.37
N -22.73 -2.57 -3.95 0.19
C -23.55 -1.66 -4.58 0.30
C -23.91 -0.48 -3.85 0.07
O -23.39 -0.29 -2.67 -0.20
H -25.97 0.95 -6.08 0.38
H -23.95 -3.19 -7.58 0.22
H -22.47 -4.83 -6.43 0.42
H -21.73 -4.35 -4.10 0.59
N -13.55 -5.87 1.08 -0.40
C -14.61 -5.59 0.74 -0.13
C -15.95 -5.19 0.33 0.42
C -16.70 -4.37 1.18 -0.15
C -17.97 -4.02 0.78 -1.02
C -18.45 -4.40 -0.47 0.65
C -17.73 -5.25 -1.28 -0.59
C -16.47 -5.64 -0.89 -0.72
C -19.70 -3.93 -0.86 0.24
C -20.79 -3.46 -1.13 -0.91
H -16.31 -4.09 2.15 0.51
H -18.61 -3.43 1.43 0.93
H -18.16 -5.58 -2.21 0.56
H -15.87 -6.28 -1.52 0.52
```